A structure of composition C68H183F6N16O22S2Ti at a distorted geometry, computed with wB97M-V/def2-TZVPD.

## Properties
Kohn-Sham gap (spin up / spin down): 4.86 / 8.22 eV
energy: -203439.004 eV
multiplicity: 4

Atoms and positions in Å:
1 Ti 1.782 0.769 -1.645
2 S 0.954 -1.931 0.603
3 S 0.331 0.405 1.403
4 F -2.149 1.574 1.278
5 F 2.088 -2.153 -1.905
6 F 0.740 -3.728 -1.527
7 F -0.670 2.287 -0.256
8 F 2.735 -3.704 -0.627
9 F -1.599 0.404 -0.418
10 O -0.661 3.259 -4.358
11 O -0.602 6.721 1.675
12 O -0.112 -0.243 2.625
13 O -0.718 -3.213 5.780
14 O 0.318 -7.418 3.305
15 O -7.342 0.953 6.051
16 O 1.252 1.504 1.665
17 O 3.001 -5.664 -7.401
18 O 4.027 0.540 7.204
19 O 5.450 -3.669 -0.440
20 O -1.386 7.720 -4.503
21 O -8.659 4.726 -0.252
22 O 1.820 3.062 -1.205
23 O -0.431 -2.445 0.696
24 O 5.429 -1.367 -6.236
25 O -3.071 -3.218 -5.147
26 O 6.048 3.547 4.510
27 O -4.259 -6.063 -1.139
28 O -5.866 1.213 -0.887
29 O 1.800 0.311 -6.843
30 O -1.034 3.208 5.734
31 O 1.754 -2.282 1.741
32 N 9.001 -4.646 -0.538
33 N -2.331 9.408 -1.513
34 N 6.298 0.846 9.250
35 N -5.554 3.286 0.841
36 N 1.220 0.850 -4.148
37 N -5.270 -1.350 -7.743
38 N 7.256 -3.578 -5.087
39 N -2.780 3.885 8.963
40 N 1.067 -0.464 0.103
41 N 4.003 0.980 -2.032
42 N -2.300 1.967 -6.191
43 N 4.028 2.919 2.306
44 N 0.875 -5.576 -4.376
45 N -7.842 1.973 2.462
46 N 0.654 -5.219 7.507
47 N 1.736 -4.113 4.177
48 C -2.343 -4.443 -5.404
49 C -1.480 4.825 2.768
50 C -1.996 7.650 -5.824
51 C 5.784 -0.368 8.648
52 C 5.410 2.358 -0.950
53 C 5.758 -3.464 -5.213
54 C 4.276 -0.409 8.359
55 C -2.365 8.200 -3.567
56 C -1.198 3.227 7.155
57 C -5.917 -3.294 -6.627
58 C -5.088 -0.585 -2.081
59 C 3.149 -6.410 -4.407
60 C -6.571 0.174 3.268
61 C 2.926 -5.763 2.872
62 C 1.740 -3.000 -0.976
63 C 0.098 -3.912 7.907
64 C 6.163 2.361 3.650
65 C 0.904 4.094 -1.606
66 C -0.395 5.840 2.692
67 C 7.919 -3.770 -0.239
68 C -1.496 8.555 -2.370
69 C -5.219 0.081 -0.657
70 C -4.378 2.617 -5.104
71 C -2.889 3.057 -5.403
72 C -1.127 1.217 0.480
73 C 5.195 -2.726 -6.443
74 C -5.273 4.928 -0.897
75 C -3.694 -4.851 -0.610
76 C 0.646 -6.256 4.024
77 C -2.054 3.366 -4.109
78 C 1.536 -5.296 3.338
79 C 5.245 -2.561 0.479
80 C 7.999 -2.573 -1.227
81 C 2.787 -5.674 -8.806
82 C -0.390 -8.443 3.970
83 C -8.478 0.209 6.333
84 C -3.400 -2.451 -6.320
85 C 1.837 0.692 -8.199
86 C 3.169 3.341 -1.460
87 C -7.808 1.097 3.566
88 C 2.778 0.613 6.696
89 C 4.567 0.598 2.463
90 C -2.287 -5.295 -0.233
91 C -3.169 4.746 6.766
92 C -0.676 -0.688 -4.011
93 C 6.585 -4.514 -0.222
94 C -9.704 4.399 -1.047
95 C 5.186 -2.900 -3.899
96 C -6.235 4.326 0.114
97 C 1.399 -3.078 7.721
98 C -7.599 1.834 4.921
99 C 0.636 -0.309 -4.784
100 C 4.668 1.932 3.206
101 C -1.684 -2.499 5.013
102 C -4.967 -2.141 -6.509
103 C -1.148 -3.411 7.139
104 C 1.785 -5.773 -6.659
105 C 5.656 3.381 5.883
106 C 3.918 2.045 -1.083
107 C 4.784 -0.516 -7.244
108 C 6.277 -1.488 9.563
109 C -1.210 7.312 -1.549
110 C 0.524 -0.157 -6.351
111 C 2.128 -5.578 -5.077
112 C -1.628 2.090 5.119
113 C -7.566 3.754 -0.401
114 C -2.660 3.473 7.581
115 C -0.180 4.282 -5.285
116 H 3.495 -6.074 3.748
117 H -5.660 -0.477 0.169
118 H -2.299 -6.013 0.587
119 H 7.363 -1.449 9.651
120 H -2.329 4.325 -3.669
121 H -8.579 -0.459 5.477
122 H -6.194 -0.944 -7.696
123 H -6.589 -0.350 2.313
124 H -4.277 5.195 -0.542
125 H 2.439 -4.661 -9.008
126 H -1.409 1.142 5.610
127 H -0.518 3.944 7.616
128 H -4.572 1.780 -5.774
129 H 8.892 -5.087 -1.441
130 H -0.199 -5.740 7.655
131 H 0.390 -1.187 -6.680
132 H 5.384 -0.404 -8.148
133 H -3.576 -4.021 -1.307
134 H 5.119 -3.613 -3.077
135 H -1.197 7.568 -6.561
136 H 8.948 -2.424 -1.742
137 H -8.495 2.729 2.614
138 H -1.915 -4.403 0.270
139 H 2.058 -6.378 -9.207
140 H -6.326 -0.673 3.909
141 H 4.144 -6.516 -4.839
142 H 2.577 1.338 5.907
143 H -2.150 6.950 -1.133
144 H 1.512 -0.120 -8.850
145 H 0.936 -6.383 5.067
146 H 2.219 -3.412 8.356
147 H -1.325 2.229 -6.210
148 H 0.666 -5.166 6.498
149 H -5.047 -1.649 -1.846
150 H -2.665 8.447 -6.149
151 H 3.265 -6.222 -3.340
152 H -1.776 9.813 -0.773
153 H 0.919 -5.749 -3.382
154 H -2.777 -1.560 -6.248
155 H -7.550 3.472 -1.453
156 H -3.682 4.216 9.276
157 H -0.777 7.561 2.106
158 H 0.582 5.436 2.428
159 H -4.185 4.975 7.089
160 H -0.746 7.555 -0.593
161 H -4.292 -0.107 -2.652
162 H 4.699 1.260 -2.707
163 H -4.716 -0.533 -7.529
164 H 0.627 4.616 -0.690
165 H -5.737 -4.018 -7.422
166 H 0.246 -4.801 -4.530
167 H 1.142 -4.959 2.379
168 H -1.657 4.373 1.792
169 H -0.505 -9.240 3.235
170 H 8.084 -3.245 0.703
171 H 3.693 -5.906 -9.367
172 H -1.355 0.143 -3.823
173 H -8.763 0.580 3.658
174 H -6.837 2.606 4.815
175 H -2.356 5.264 3.244
176 H 1.780 -3.235 6.712
177 H 4.521 0.332 -1.457
178 H 2.850 0.843 -8.573
179 H -2.812 8.741 -0.927
180 H 4.757 0.511 -6.880
181 H 6.720 1.505 4.030
182 H 1.509 -6.777 -6.983
183 H 5.788 -1.445 10.536
184 H 3.467 4.140 -0.781
185 H -0.168 -3.879 8.964
186 H 1.623 1.729 -8.457
187 H -9.466 4.358 -2.110
188 H -0.601 9.062 -2.732
189 H -1.293 -1.382 -4.582
190 H -2.799 9.153 -3.870
191 H 5.651 3.133 -0.223
192 H -3.727 -6.624 -1.708
193 H 2.156 0.832 7.563
194 H 4.059 1.892 4.109
195 H 7.380 -2.741 -2.108
196 H -1.586 -5.562 -1.024
197 H 6.014 -2.470 9.171
198 H -2.434 3.229 9.647
199 H -10.123 3.462 -0.683
200 H -8.328 1.548 1.685
201 H -4.674 3.664 1.161
202 H 0.964 -5.095 -6.895
203 H 1.644 1.375 -4.899
204 H -1.234 1.988 4.108
205 H 6.036 1.672 8.733
206 H 0.887 4.417 -5.109
207 H -1.387 -4.196 -5.864
208 H -3.055 -2.949 -7.226
209 H -0.773 6.484 -2.108
210 H -1.207 -2.270 4.060
211 H 3.442 -4.979 2.319
212 H 5.080 -0.118 3.105
213 H -2.716 2.148 5.161
214 H -5.247 4.225 -1.730
215 H -6.572 5.172 0.713
216 H -1.359 -8.082 4.314
217 H 4.640 3.007 6.011
218 H 0.097 -8.892 4.836
219 H 0.423 1.470 -4.127
220 H -5.140 3.393 -5.171
221 H 3.624 1.688 -0.096
222 H -0.655 5.263 -5.326
223 H -4.278 -4.682 0.294
224 H -10.482 5.153 -0.926
225 H -0.232 -5.625 4.165
226 H 3.107 2.555 2.106
227 H -2.746 3.900 -6.079
228 H -1.936 -4.164 7.157
229 H 5.622 -3.045 -7.394
230 H -0.956 2.259 7.593
231 H 6.085 1.517 -0.790
232 H 3.303 3.593 -2.512
233 H 0.126 3.510 -2.097
234 H 5.696 -1.978 -3.619
235 H -1.504 -2.517 7.650
236 H -0.125 3.753 -6.236
237 H -2.055 -4.959 -4.487
238 H 6.752 2.616 2.769
239 H -3.292 2.596 7.443
240 H -7.805 2.775 0.013
241 H 3.858 3.813 2.744
242 H -4.413 2.214 -4.092
243 H 5.228 0.699 1.602
244 H 4.377 -2.017 0.105
245 H -9.487 0.555 6.556
246 H -6.017 -0.427 -2.628
247 H -3.120 4.701 5.678
248 H -6.986 -3.111 -6.743
249 H -5.404 -1.721 -5.603
250 H 5.532 4.343 6.379
251 H 1.393 4.732 -2.342
252 H -2.385 1.142 -5.615
253 H 4.991 -2.930 1.473
254 H 7.646 -1.632 -0.804
255 H 2.792 -6.681 2.300
256 H -8.496 2.399 5.174
257 H 1.820 -3.361 3.508
258 H 3.748 0.089 9.173
259 H -3.096 7.413 -3.383
260 H 6.268 2.591 6.318
261 H -5.776 5.786 -1.342
262 H 6.088 -1.886 0.627
263 H 5.840 2.767 -1.865
264 H 5.431 -4.502 -5.157
265 H 9.759 -4.003 -0.716
266 H 7.293 0.906 9.413
267 H -0.168 0.606 -6.708
268 H -1.111 4.038 3.425
269 H 2.520 -4.563 -5.020
270 H 1.294 -1.131 -4.503
271 H 6.395 -0.421 7.747
272 H 7.573 -2.619 -5.068
273 H -5.712 -3.905 -5.748
274 H -0.385 -1.149 -3.067
275 H 1.426 -1.996 7.852
276 H -4.268 0.436 -0.261
277 H 0.903 -3.903 4.708
278 H -5.546 1.858 -0.251
279 H -2.634 6.768 -5.882
280 H 6.446 -4.987 0.751
281 H 2.505 -0.320 6.203
282 H 6.500 -5.254 -1.018
283 H -2.707 -2.856 4.895
284 H -5.686 0.784 3.451
285 H -2.679 5.692 7.000
286 H 3.983 -1.415 8.061
287 H 3.782 -0.866 -7.490
288 H -0.297 6.417 3.612
289 H 2.932 -7.474 -4.306
290 H -1.848 -1.485 5.375
291 H 3.551 0.325 2.180
292 H -6.035 3.012 1.686
293 H 4.120 -2.672 -3.912
294 H -8.112 -0.429 7.138
295 H -2.248 2.595 -3.365
296 H 4.143 -2.988 -6.556
297 H 7.683 -3.797 -5.976
298 H -2.797 -5.110 -6.137